<i>
An isolated molecule of C4H9FO2. Source: OMol25; level of theory: ωB97M-V with the def2-TZVPD basis set.

Calculated values
Lowest unoccupied orbital energy ... 0.0307 hartree
Charge ... 0
Structure (SMILES) ... CO[C@@H](CO)CF
Multiplicity ... 1
Molecular weight ... 108.1 u

Each atom is followed by the atoms it is bonded to, with distances in Å.
Element x y z (Å)
1 C 1.74 -0.37 -0.83  H5 1.083, H6 1.078, H7 1.139, O14 1.404
2 C 0.00 -0.06 0.81  C3 1.513, C4 1.537, H8 1.093, O14 1.394
3 C -0.55 1.31 0.49  C2 1.513, H9 1.106, H10 1.108, O15 1.430
4 C -0.96 -1.17 0.36  C2 1.537, H12 1.083, H13 1.112, F16 1.379
5 H 1.30 0.46 -1.38  C1 1.083
6 H 2.81 -0.38 -0.88  C1 1.078
7 H 1.33 -1.35 -1.26  C1 1.139
8 H -0.10 -0.17 1.90  C2 1.093
9 H -0.01 2.07 1.09  C3 1.106
10 H -1.62 1.35 0.79  C3 1.108
11 H -1.14 1.05 -1.27  O15 0.967
12 H -1.83 -0.98 0.98  C4 1.083
13 H -0.46 -2.14 0.56  C4 1.112
14 O 1.35 -0.22 0.51  C1 1.404, C2 1.394
15 O -0.48 1.65 -0.90  C3 1.430, H11 0.967
16 F -1.38 -1.05 -0.95  C4 1.379

The computed Mulliken charges, all in e, follow:
1 C -0.620
2 C 0.284
3 C -0.662
4 C -0.586
5 H 0.307
6 H 0.275
7 H 0.218
8 H 0.278
9 H 0.328
10 H 0.349
11 H 0.333
12 H 0.421
13 H 0.333
14 O -0.420
15 O -0.529
16 F -0.309

***

<ii>
An isolated molecule of C4H9FO2. Source: OMol25; level of theory: ωB97M-V with the def2-TZVPD basis set.

Calculated values
Lowest unoccupied orbital energy ... 0.0042 hartree
Charge ... 0
Structure (SMILES) ... COC(C)(C)OF
Multiplicity ... 1
Molecular weight ... 108.1 u

Each atom is followed by the atoms it is bonded to, with distances in Å.
Element x y z (Å)
1 C 0.41 0.32 1.67  C4 1.468, H8 1.064, H9 1.164, H10 1.057
2 C 1.24 0.80 -0.64  C4 1.591, H11 1.114, H12 1.017, H13 1.090
3 C -1.66 -0.33 -1.17  O5 1.421, H14 1.112, H15 1.097, H16 1.078
4 C 0.30 -0.10 0.27  C1 1.468, C2 1.591, O5 1.363, O6 1.392
5 O -1.00 0.20 -0.03  C3 1.421, C4 1.363
6 O 0.78 -1.38 0.04  C4 1.392, F7 1.514
7 F 0.23 -2.34 1.08  O6 1.514
8 H -0.05 1.28 1.63  C1 1.064
9 H 1.52 0.20 2.01  C1 1.164
10 H -0.09 -0.32 2.35  C1 1.057
11 H 0.76 0.90 -1.64  C2 1.114
12 H 2.18 0.45 -0.82  C2 1.017
13 H 1.15 1.77 -0.14  C2 1.090
14 H -2.08 -1.35 -1.08  C3 1.112
15 H -1.09 -0.29 -2.10  C3 1.097
16 H -2.58 0.18 -1.42  C3 1.078

The computed Mulliken charges, all in e, follow:
1 C -1.487
2 C -1.235
3 C -0.745
4 C 1.256
5 O -0.330
6 O -0.234
7 F -0.235
8 H 0.470
9 H 0.285
10 H 0.387
11 H 0.319
12 H 0.426
13 H 0.290
14 H 0.260
15 H 0.290
16 H 0.284

***

On energetic grounds, <i> is preferred over the next structure by 320.1 kJ/mol.